Record 1
{
  "formula": "C27H36NO3P",
  "method": "the ωB97M-V functional and the def2-TZVPD basis",
  "elements": ["C", "C", "C", "C", "C", "C", "C", "C", "C", "C", "C", "C", "C", "C", "C", "C", "C", "C", "C", "C", "C", "C", "P", "C", "O", "C", "C", "C", "O", "N", "C", "O", "H", "H", "H", "H", "H", "H", "H", "H", "H", "H", "H", "H", "H", "H", "H", "H", "H", "H", "H", "H", "H", "H", "H", "H", "H", "H", "H", "H", "H", "H", "H", "H", "H", "H", "H", "H"],
  "positions_angstrom": [[4.727, -3.341, -0.187], [5.938, -2.669, 0.453], [6.475, -1.479, -0.333], [5.456, -0.353, -0.514], [5.474, 0.699, 0.620], [4.059, 0.983, 1.123], [3.851, 2.374, 1.767], [2.555, 3.077, 1.332], [1.473, 3.140, 2.410], [0.854, 1.792, 2.783], [0.493, 0.882, 1.612], [-0.528, 1.514, 0.645], [-1.527, 0.560, 0.054], [-2.893, 0.813, 0.161], [-3.873, -0.019, -0.378], [-5.292, 0.390, -0.177], [-5.704, 1.618, -0.698], [-7.021, 2.049, -0.572], [-7.945, 1.242, 0.086], [-7.528, 0.031, 0.629], [-6.215, -0.405, 0.499], [-3.524, -1.182, -1.094], [-4.731, -2.346, -1.874], [-3.982, -2.564, -3.547], [-6.081, -1.485, -2.267], [-2.152, -1.433, -1.201], [-1.182, -0.596, -0.640], [0.153, -1.231, -0.985], [1.168, -1.281, -0.390], [-0.101, -1.969, -2.242], [-1.392, -2.542, -1.882], [-1.663, -3.683, -2.005], [4.657, -4.396, 0.066], [3.797, -2.893, 0.160], [4.719, -3.248, -1.272], [5.723, -2.409, 1.489], [6.741, -3.407, 0.500], [7.385, -1.124, 0.155], [6.781, -1.842, -1.315], [4.470, -0.816, -0.517], [5.554, 0.132, -1.482], [5.856, 1.630, 0.202], [6.129, 0.371, 1.424], [3.394, 0.918, 0.263], [3.718, 0.218, 1.823], [3.935, 2.327, 2.851], [4.682, 2.997, 1.435], [2.796, 4.101, 1.049], [2.130, 2.624, 0.439], [0.686, 3.812, 2.058], [1.878, 3.605, 3.307], [-0.001, 1.921, 3.447], [1.594, 1.248, 3.377], [1.403, 0.687, 1.063], [0.129, -0.060, 2.010], [0.015, 2.049, -0.133], [-1.084, 2.271, 1.200], [-3.234, 1.690, 0.695], [-5.000, 2.245, -1.227], [-7.354, 2.990, -0.983], [-8.977, 1.544, 0.179], [-8.246, -0.584, 1.153], [-5.908, -1.353, 0.915], [-4.786, -2.560, -4.278], [-3.448, -3.501, -3.608], [-3.330, -1.719, -3.768], [-5.903, -0.860, -2.983], [-0.243, -1.194, -2.885]],
  "forces_ev_per_angstrom": [[-0.46, 0.23, 0.21], [0.31, -0.46, -0.18], [-0.05, 0.01, -0.25], [-0.03, -0.21, 0.66], [-0.50, -0.14, -0.50], [-0.18, 0.42, 0.41], [0.26, -0.23, -0.74], [-0.06, 0.25, 0.61], [-0.44, 0.05, -0.30], [0.54, -0.27, 0.17], [-0.07, 0.55, 0.00], [0.00, -0.05, 0.59], [0.14, -0.06, -0.01], [0.13, -0.23, -0.11], [-0.19, -0.30, 0.07], [-0.08, 0.26, -0.20], [-0.32, 0.12, 0.08], [-0.16, -0.46, 0.20], [0.48, -0.14, -0.01], [-0.03, -0.04, 0.01], [-0.04, 0.41, -0.07], [0.11, 0.27, -0.34], [-0.31, -1.02, 0.37], [-0.09, 0.59, 0.22], [0.49, 0.27, -0.27], [-0.19, 0.10, 0.22], [0.09, -0.21, 0.11], [-1.26, 0.40, -0.60], [1.02, 0.23, 0.44], [0.79, -0.44, 0.76], [-0.12, 1.58, -0.29], [-0.43, -1.07, -0.22], [0.12, -0.14, 0.02], [-0.10, 0.09, -0.04], [0.17, -0.06, -0.11], [-0.08, 0.16, 0.08], [0.12, -0.02, 0.09], [0.06, 0.20, -0.03], [0.05, -0.09, -0.08], [-0.13, -0.02, -0.14], [0.16, 0.10, -0.08], [0.29, 0.09, 0.18], [0.11, 0.09, 0.13], [-0.07, -0.03, -0.15], [0.07, -0.25, -0.09], [-0.11, -0.02, 0.14], [0.12, 0.08, 0.05], [-0.03, 0.13, 0.00], [0.14, -0.14, -0.17], [-0.08, 0.05, -0.03], [0.06, 0.05, 0.12], [-0.16, 0.17, -0.01], [0.03, -0.09, 0.08], [0.11, -0.40, -0.06], [-0.08, -0.17, -0.06], [-0.05, 0.02, -0.23], [-0.13, 0.10, -0.07], [0.07, 0.11, 0.04], [0.15, -0.01, -0.03], [0.15, 0.12, -0.10], [-0.09, 0.08, 0.02], [-0.01, -0.08, 0.03], [0.01, -0.10, 0.02], [-0.17, -0.13, -0.01], [0.15, -0.10, -0.05], [0.20, -0.09, -0.19], [-0.21, 0.15, 0.11], [-0.19, -0.25, -0.46]],
  "lowdin_charge": [-0.1114, -0.2663, -0.2313, -0.2000, -0.1937, -0.2141, -0.1833, -0.2056, -0.2131, -0.2033, -0.1931, -0.1193, -0.1318, 0.0420, -0.1563, -0.2219, -0.0425, -0.0754, -0.0830, -0.0727, -0.0454, -0.2248, 0.9158, -0.2534, -0.3203, -0.0997, -0.0338, -0.3491, 0.1670, 0.1336, -0.4121, 0.1540, 0.0662, 0.0579, 0.0769, 0.1044, 0.0982, 0.1035, 0.1048, 0.0847, 0.1082, 0.1027, 0.1092, 0.0907, 0.1161, 0.1098, 0.0970, 0.1055, 0.0896, 0.1025, 0.1077, 0.1103, 0.1079, 0.0631, 0.1221, 0.1229, 0.1115, 0.1287, 0.1141, 0.0999, 0.0994, 0.1038, 0.1160, 0.0400, 0.0265, 0.0461, 0.0610, 0.1353],
  "smiles": "CCCCCCCCCCCCc1cc(-c2ccccc2)c(P(C)O)c2c1C(=O)NC2=O",
  "e_tot_ev": -45504.5753,
  "max_force_ev_per_a": 1.61,
  "homo_energy_ev": -8.55
}

Record 2
{
  "formula": "C46H44I4LaN8O2Si",
  "method": "the ωB97M-V functional and the def2-TZVPD basis",
  "elements": ["La", "I", "C", "C", "C", "I", "C", "O", "C", "C", "N", "C", "C", "C", "C", "C", "C", "N", "C", "H", "H", "H", "H", "H", "H", "H", "H", "H", "H", "H", "C", "C", "C", "C", "C", "N", "C", "C", "C", "C", "C", "C", "C", "N", "C", "C", "C", "N", "C", "C", "N", "C", "C", "C", "N", "H", "H", "H", "H", "H", "H", "H", "H", "H", "H", "H", "H", "H", "H", "H", "H", "H", "H", "I", "C", "C", "C", "I", "C", "C", "C", "C", "N", "C", "C", "O", "H", "H", "H", "H", "C", "Si", "C", "C", "C", "H", "H", "H", "H", "H", "H", "H", "H", "H", "H", "H"],
  "positions_angstrom": [[-0.104, -0.640, -0.484], [3.654, -0.683, -7.137], [2.459, -1.400, -5.588], [2.826, -2.541, -4.897], [2.062, -2.973, -3.826], [2.451, -4.901, -3.110], [0.942, -2.250, -3.339], [0.311, -2.527, -2.249], [0.493, -1.208, -4.213], [-0.935, -0.754, -4.090], [-1.260, 0.137, -2.969], [-2.705, 0.294, -2.841], [-3.339, -1.004, -2.391], [-4.665, -1.298, -2.685], [-5.185, -2.514, -2.275], [-4.361, -3.396, -1.595], [-3.057, -3.009, -1.336], [-2.556, -1.842, -1.722], [1.259, -0.776, -5.278], [3.699, -3.105, -5.194], [-1.245, -0.294, -5.041], [-1.537, -1.653, -3.955], [-0.829, 1.042, -3.116], [-2.907, 1.074, -2.104], [-3.173, 0.598, -3.791], [-5.269, -0.586, -3.233], [-6.215, -2.769, -2.487], [-4.717, -4.359, -1.258], [-2.383, -3.660, -0.792], [0.892, 0.037, -5.895], [5.584, 2.208, 3.790], [4.311, 1.506, 3.413], [3.125, 1.685, 4.111], [1.948, 1.105, 3.691], [1.833, 0.309, 2.523], [0.662, -0.183, 2.031], [-0.490, -0.048, 2.802], [-1.031, 1.176, 3.227], [-2.208, 1.248, 3.950], [-2.926, 0.103, 4.278], [-4.235, 0.185, 5.013], [-2.440, -1.114, 3.821], [-1.261, -1.185, 3.096], [-0.863, -2.461, 2.593], [-0.786, -3.618, 3.278], [-0.455, -4.612, 2.384], [-0.357, -3.948, 1.153], [-0.604, -2.654, 1.291], [3.092, 0.005, 1.926], [4.261, 0.634, 2.338], [3.252, -1.024, 0.938], [4.416, -1.637, 0.603], [4.124, -2.696, -0.221], [2.730, -2.680, -0.308], [2.216, -1.683, 0.388], [5.487, 2.684, 4.766], [5.845, 2.988, 3.070], [6.429, 1.517, 3.842], [3.112, 2.305, 5.001], [1.062, 1.280, 4.283], [-0.512, 2.084, 2.947], [-2.597, 2.218, 4.237], [-4.501, 1.223, 5.210], [-4.198, -0.341, 5.970], [-5.040, -0.262, 4.422], [-3.012, -2.022, 3.976], [-0.956, -3.632, 4.340], [-0.292, -5.653, 2.594], [-0.099, -4.335, 0.178], [5.176, 0.451, 1.796], [5.362, -1.301, 0.978], [4.812, -3.372, -0.695], [2.066, -3.325, -0.849], [-5.182, -1.455, 1.611], [-4.438, 0.475, 1.399], [-5.192, 1.547, 1.894], [-4.768, 2.841, 1.753], [-5.922, 4.366, 2.591], [-3.576, 3.123, 1.035], [-3.097, 4.418, 0.736], [-1.969, 4.564, -0.019], [-1.300, 3.414, -0.477], [-1.695, 2.197, -0.194], [-2.813, 2.037, 0.553], [-3.187, 0.651, 0.805], [-2.406, -0.284, 0.461], [-6.121, 1.335, 2.406], [-3.637, 5.281, 1.102], [-1.587, 5.544, -0.271], [-0.402, 3.500, -1.080], [3.811, 0.219, -2.670], [2.979, 1.760, -1.975], [4.132, 2.524, -0.691], [2.934, 2.983, -3.427], [1.287, 1.432, -1.314], [4.746, 0.454, -3.188], [3.146, -0.258, -3.391], [4.024, -0.514, -1.898], [5.109, 2.749, -1.127], [4.282, 1.875, 0.166], [3.708, 3.459, -0.316], [3.937, 3.241, -3.774], [2.424, 3.908, -3.147], [2.395, 2.550, -4.274], [0.608, 1.794, -2.102], [1.122, 2.104, -0.456]],
  "forces_ev_per_angstrom": [[-0.62, -0.08, -0.17], [0.04, 0.03, -0.05], [-0.05, -0.05, 0.04], [0.06, -0.01, -0.06], [-0.05, -0.03, -0.09], [0.00, -0.01, 0.09], [-0.04, 0.05, -0.03], [0.10, 0.16, 0.18], [0.02, 0.02, 0.05], [-0.04, 0.03, -0.04], [0.04, -0.09, 0.13], [-0.07, 0.03, -0.04], [-0.01, 0.06, 0.00], [0.06, 0.01, -0.01], [0.03, -0.03, 0.02], [0.00, 0.02, -0.01], [-0.04, -0.03, -0.03], [0.03, -0.09, 0.15], [-0.01, 0.02, -0.04], [0.01, 0.00, -0.01], [0.03, -0.01, 0.03], [0.00, 0.01, -0.01], [0.00, 0.01, 0.02], [0.01, -0.04, 0.00], [0.02, 0.00, 0.06], [-0.01, 0.00, -0.01], [-0.02, 0.00, 0.00], [-0.02, -0.01, 0.00], [0.01, 0.00, 0.01], [0.00, 0.01, -0.02], [0.07, 0.04, 0.02], [-0.05, -0.07, -0.03], [0.00, 0.02, 0.01], [-0.06, 0.01, 0.03], [0.15, -0.01, -0.04], [-0.13, 0.04, -0.04], [-0.10, 0.05, -0.07], [0.00, -0.04, -0.02], [0.04, -0.04, 0.04], [0.01, 0.01, 0.04], [-0.04, 0.03, 0.03], [0.03, 0.06, -0.01], [0.05, 0.08, 0.02], [0.01, -0.01, -0.04], [0.03, -0.02, 0.06], [-0.03, 0.03, 0.01], [0.07, 0.02, 0.05], [-0.09, -0.13, -0.09], [0.01, 0.03, -0.06], [-0.08, 0.06, 0.08], [-0.03, -0.20, 0.16], [0.02, 0.06, -0.04], [0.01, 0.03, 0.18], [0.06, -0.14, -0.07], [-0.07, 0.35, -0.34], [0.00, 0.00, 0.02], [-0.01, 0.00, -0.01], [0.01, -0.01, -0.01], [0.01, 0.01, 0.02], [0.01, -0.01, -0.01], [0.01, 0.01, 0.01], [-0.01, 0.03, 0.01], [0.00, 0.01, 0.01], [0.01, -0.02, 0.00], [0.02, 0.00, 0.03], [0.01, 0.00, 0.03], [0.00, -0.01, 0.02], [-0.01, -0.03, 0.00], [0.01, -0.02, -0.02], [0.06, -0.02, -0.02], [0.05, 0.00, 0.02], [0.02, -0.04, 0.02], [-0.04, -0.02, -0.08], [-0.04, -0.09, -0.11], [-0.12, 0.12, 0.03], [-0.02, -0.03, 0.01], [0.09, -0.10, -0.03], [-0.05, 0.05, 0.03], [-0.05, 0.06, 0.02], [-0.01, -0.02, 0.02], [0.01, -0.04, -0.01], [0.07, 0.07, 0.00], [0.11, -0.01, 0.10], [-0.03, -0.08, -0.07], [0.10, 0.03, -0.02], [0.08, -0.16, -0.06], [-0.01, 0.02, -0.01], [0.00, 0.00, -0.01], [0.01, 0.01, 0.00], [0.01, 0.01, 0.00], [-0.01, 0.19, -0.08], [-0.06, -0.14, -0.03], [-0.08, 0.12, -0.12], [0.01, -0.03, 0.04], [0.42, 0.16, -0.05], [0.02, 0.01, 0.00], [-0.02, 0.00, -0.02], [0.04, -0.13, 0.18], [0.04, -0.01, -0.03], [0.00, -0.10, 0.08], [0.01, 0.03, 0.01], [0.05, 0.00, -0.02], [-0.02, 0.04, 0.02], [-0.04, -0.03, -0.04], [-0.06, 0.03, 0.06], [0.05, -0.07, 0.03]],
  "lowdin_charge": [1.9995, 0.8039, -0.7824, -0.2651, -0.6204, 0.9142, -0.4794, -0.2734, -0.1536, -0.1600, -0.1142, -0.1566, -0.2797, -0.0197, -0.0854, -0.0911, -0.1282, 0.0622, -0.1388, 0.0722, 0.1245, 0.1229, 0.0915, 0.1096, 0.1236, 0.1123, 0.1039, 0.1011, 0.0992, 0.0989, -0.0662, -0.3025, -0.0654, -0.0259, -0.2278, -0.0536, -0.2717, -0.0373, -0.0425, -0.2945, -0.0617, -0.0316, -0.1383, -0.0681, -0.0585, -0.0538, -0.1536, -0.0032, -0.1116, -0.0361, -0.0495, -0.0685, -0.0603, -0.2007, -0.0223, 0.0669, 0.0740, 0.0712, 0.1035, 0.0897, 0.1231, 0.1141, 0.0749, 0.0764, 0.0299, 0.1005, 0.1238, 0.0873, 0.1058, 0.1009, 0.1102, 0.0896, 0.0035, 0.9960, -0.6228, -0.2530, -0.6915, 0.8557, -0.2199, -0.0541, -0.0470, -0.1329, 0.1113, -0.1625, -0.4661, -0.2685, 0.0733, 0.0546, 0.1011, 0.0880, -0.1612, 0.3766, -0.1778, -0.1989, -0.4440, 0.0331, -0.0019, 0.0032, 0.0235, -0.0099, 0.0270, 0.0173, 0.0150, 0.0129, -0.0645, -0.0438],
  "e_tot_ev": -105579.1369,
  "max_force_ev_per_a": 0.65,
  "homo_energy_ev": [-4.29, -4.29],
  "total_charge": -1
}

Record 3
{
  "formula": "C7H6",
  "method": "the ωB97M-V functional and the def2-TZVPD basis",
  "elements": ["C", "C", "C", "C", "C", "C", "C", "H", "H", "H", "H", "H", "H"],
  "positions_angstrom": [[2.705, 0.048, -0.793], [2.503, 0.966, 0.140], [2.111, -1.032, -0.185], [1.194, 0.039, -0.059], [-0.162, 0.060, -0.037], [-0.800, -1.325, 0.198], [-1.026, 1.251, 0.021], [-1.854, -1.112, 0.021], [-0.616, -1.573, 1.185], [-0.236, -1.985, -0.428], [-1.585, 1.285, -0.928], [-0.415, 2.116, 0.043], [-1.818, 1.262, 0.822]],
  "forces_ev_per_angstrom": [[0.05, 0.78, -0.53], [-0.59, 1.35, 0.34], [0.42, -3.21, 0.36], [-0.32, 1.13, -0.54], [0.48, -1.03, 1.28], [0.10, 2.93, -2.00], [-1.03, -0.26, -0.21], [-0.08, -1.09, -0.21], [0.12, -0.63, 2.14], [-0.55, -0.85, -0.46], [0.01, 0.00, 0.14], [0.38, 1.08, 0.26], [1.00, -0.21, -0.56]],
  "lowdin_charge": [-0.0582, 0.1404, 0.0676, -0.3644, -0.2347, -0.0132, -0.0405, 0.0850, 0.0676, 0.0687, 0.1022, 0.0668, 0.1127],
  "e_tot_ev": -7346.8382,
  "max_force_ev_per_a": 3.54,
  "homo_energy_ev": [-9.00, -9.00]
}

> Which formula does entry 3 have?

C7H6

> Which formula does entry 1 have?

C27H36NO3P

> What is the formula in the second record?

C46H44I4LaN8O2Si